Entry a
20
Properties=species:S:1:pos:R:3:lowdin_charge:R:1 method="wB97M-V/def2-TZVPD" total_charge=+1 e_homo_ha="-0.4713 / -0.4807" lumo_ev="-6.17 / -5.45" homo_lumo_gap_ev="6.65 / 7.63" spin_multiplicity=1
C -1.8878 1.3052 0.2858 -0.079
C -0.6165 2.0616 0.3105 -0.031
C -2.1668 0.0293 0.0137 -0.091
C 1.7713 1.3281 -0.4522 -0.145
C 0.4844 1.5182 -0.1515 0.060
C -1.3971 -1.1462 -0.4137 -0.165
C 2.2031 -0.8781 0.4719 -0.222
N 2.5625 0.3110 -0.1266 0.091
N 0.8747 -1.5709 0.4044 0.093
N 0.0430 -1.1261 -0.6577 0.065
H -2.7718 1.8799 0.6619 0.132
H -0.7722 3.1327 0.3768 0.135
H -3.2358 -0.2295 -0.0159 0.129
H 2.1818 2.0536 -1.1209 0.131
H -1.4217 -2.0414 0.3424 0.164
H -1.8010 -1.6911 -1.3666 0.175
H 2.7464 -1.7351 0.0789 0.133
H 2.4714 -0.9973 1.5586 0.168
H 0.3247 -1.6274 1.2071 0.113
H 0.4075 -0.5762 -1.4069 0.143



Entry b
20
Properties=species:S:1:pos:R:3:lowdin_charge:R:1 method="wB97M-V/def2-TZVPD" total_charge=+1 e_homo_ha=-0.4786 lumo_ev=-3.80 homo_lumo_gap_ev=9.23 spin_multiplicity=1
C -2.6640 0.3376 0.1248 0.002
N -1.2368 0.2064 0.3628 -0.191
C -0.8969 -1.2388 0.1823 -0.012
C 0.4542 -1.6001 0.2751 -0.019
N 1.3333 -0.6315 0.2723 -0.018
C 2.7936 -0.6684 0.3739 -0.053
N 3.3108 0.3939 -0.1132 0.100
C 2.3013 1.2216 -0.4429 -0.084
C 1.1096 0.6462 -0.2021 -0.186
C -0.3488 1.0288 -0.5080 -0.001
H -3.1811 -0.3888 0.7741 0.122
H -2.9139 1.3561 0.4179 0.113
H -2.7061 0.1328 -1.0321 0.161
H -1.0851 0.3231 1.3396 0.176
H -1.7422 -1.8580 -0.1513 0.129
H 0.7495 -2.6557 0.4382 0.163
H 3.3902 -1.5474 0.5759 0.140
H 2.4060 2.2390 -0.9074 0.148
H -0.4434 2.1380 -0.3358 0.172
H -0.6300 0.5652 -1.4438 0.139



Which of them is least stable? Easy: entry a.